{"formula": "C73H54AsF15GeN6O2S2Si2TaTe", "method": "wB97M-V/def2-TZVPD", "species": ["H", "H", "H", "H", "N", "C", "H", "C", "C", "F", "H", "C", "N", "H", "C", "C", "C", "H", "Te", "S", "As", "C", "C", "H", "C", "C", "H", "C", "H", "C", "C", "F", "H", "C", "F", "C", "C", "C", "C", "F", "H", "H", "H", "H", "C", "C", "F", "C", "H", "H", "F", "Si", "Si", "H", "C", "H", "H", "H", "C", "C", "C", "H", "C", "C", "C", "F", "H", "H", "C", "H", "H", "C", "H", "C", "N", "F", "Ta", "C", "C", "N", "C", "H", "C", "C", "H", "H", "C", "H", "F", "C", "C", "H", "H", "H", "C", "H", "C", "H", "F", "H", "C", "C", "H", "C", "C", "C", "H", "H", "C", "C", "C", "C", "C", "C", "H", "C", "O", "H", "C", "C", "H", "C", "H", "C", "C", "S", "C", "C", "F", "H", "C", "H", "N", "N", "C", "H", "H", "C", "F", "H", "O", "C", "F", "H", "Ge", "C", "C", "C", "H", "C", "H", "F", "C", "C", "C", "C", "F", "H"], "positions_angstrom": [[-7.193, 2.622, 0.021], [-8.597, -6.689, -1.051], [-4.166, 0.268, 1.895], [1.567, -1.288, -6.404], [0.610, -0.275, -0.333], [-0.867, 1.833, -5.895], [-8.149, -10.087, 1.704], [1.105, 0.902, 2.542], [-7.643, -6.813, -0.564], [6.747, 7.485, -2.043], [-4.279, -7.436, 1.222], [-0.341, -4.021, 1.113], [-1.803, 0.005, -1.264], [1.586, -2.511, -5.132], [0.436, 2.126, 7.180], [0.953, 0.865, 3.754], [3.691, -1.509, -2.972], [0.045, 1.753, -6.477], [0.127, 0.850, -2.895], [3.272, 1.206, -0.822], [-1.526, 1.844, 1.330], [-2.081, -1.211, -0.721], [-1.225, 3.768, 1.378], [-2.768, -5.847, 0.875], [5.806, 2.473, 4.513], [-3.653, -3.053, -0.371], [5.284, -0.311, -5.599], [0.411, -0.315, 5.840], [-0.631, 2.311, -4.939], [-5.774, 1.333, 0.976], [-2.787, 0.707, -1.803], [8.597, -2.818, -2.001], [-3.090, 3.704, -0.440], [4.335, 2.496, 2.620], [3.072, 2.657, 2.058], [-1.073, -1.977, -0.052], [-5.214, -7.254, 0.715], [0.716, 2.085, 5.833], [6.726, -0.631, 0.168], [3.668, 4.318, -0.276], [-1.530, 2.495, -6.443], [-9.224, -10.696, 0.425], [-7.458, -10.789, 0.208], [-0.539, 7.580, 1.441], [-0.254, 4.341, 0.551], [7.495, -1.710, -0.247], [8.120, 2.193, 4.131], [-5.457, -6.026, 0.080], [2.952, -2.322, -6.191], [0.747, 6.130, -0.075], [7.650, 1.986, 1.423], [3.060, -0.539, -4.489], [-1.683, 0.147, -5.580], [1.657, 1.516, -4.942], [5.791, 3.649, -0.938], [-6.883, -4.882, -1.039], [-2.865, -1.646, 4.623], [-2.485, 1.668, -2.222], [7.053, 3.939, -1.420], [-3.843, 3.037, -0.034], [-2.653, -0.592, 4.524], [-6.529, 0.666, 1.362], [5.378, 2.239, 1.760], [4.450, 0.362, -5.425], [-3.463, 1.981, 0.793], [6.281, 1.228, -2.849], [-2.350, 6.621, 2.820], [1.695, -3.991, 1.808], [0.122, -0.272, 7.187], [4.842, 1.229, -4.900], [-3.692, 1.433, -4.737], [4.514, 2.599, 3.992], [4.515, -2.147, -3.274], [-6.700, -5.827, -0.554], [-3.208, -5.027, 0.489], [7.939, 2.951, -1.496], [1.261, 1.390, 0.505], [6.441, 6.255, -1.679], [0.138, 0.948, 7.866], [0.196, -1.500, 0.157], [-1.965, 1.288, 3.168], [-3.189, -0.134, 6.547], [-0.153, 0.994, 9.253], [5.167, 5.979, -1.167], [-5.948, -9.180, 1.218], [2.538, 1.699, -3.447], [7.890, -1.782, -1.585], [0.446, 3.064, 7.713], [8.593, 5.509, -2.271], [0.713, 0.863, 5.146], [-8.277, -10.197, 0.624], [-2.081, -0.735, 2.456], [4.060, -0.859, -2.187], [-2.635, 2.259, 6.337], [-1.480, -1.169, -6.927], [-0.115, -1.175, 7.727], [-1.346, -3.303, 0.446], [-2.833, 4.203, 2.711], [4.267, 6.946, -1.026], [-4.866, 0.922, -2.323], [-1.751, 5.982, 2.194], [-2.525, 1.600, 5.488], [-1.439, -1.239, -3.476], [6.654, 2.170, 2.290], [-3.517, 0.455, -5.174], [-2.827, 0.256, 5.609], [0.404, -1.258, 5.316], [0.050, -1.289, -4.435], [-6.149, 2.422, 0.205], [-2.224, -0.078, 3.315], [6.894, 2.281, 3.654], [-0.737, 6.520, 1.420], [-5.179, 3.264, -0.313], [7.390, 5.237, -1.801], [-2.084, -0.933, -7.795], [-0.751, -0.651, -4.076], [1.020, -0.411, -1.654], [0.946, 2.994, 5.301], [-4.511, -4.961, 0.045], [7.493, -0.801, -2.496], [-3.954, -0.294, -4.523], [-4.418, -0.968, -1.407], [2.107, -1.713, 0.861], [2.186, -1.771, -5.654], [1.916, 1.003, -4.016], [0.599, 3.349, -0.665], [4.874, 4.673, -0.806], [-2.002, 4.621, 2.157], [3.472, 2.796, 4.797], [-5.403, -1.402, -1.468], [-7.395, -8.051, 0.069], [-1.825, 3.163, 4.213], [-4.779, -3.764, -0.463], [-0.399, 1.037, 10.370], [-6.162, -8.248, 0.719], [-0.552, -5.021, 1.459], [4.113, 0.698, -6.403], [-0.005, 5.706, 0.573], [5.997, 2.542, 5.817], [2.922, -2.145, -2.547], [-8.374, -8.934, -0.008], [6.745, 0.268, -2.029], [7.805, -2.684, 0.598], [-5.463, 4.110, -0.920], [5.246, 1.901, -0.197], [-3.402, -1.735, -0.825], [6.382, 0.380, -0.704], [-4.439, 1.111, 1.271], [-4.078, 0.429, -6.103], [1.143, -2.200, 0.796], [-0.458, -1.282, -7.272], [6.224, -0.560, 1.416], [-2.632, -3.820, 0.229], [0.905, -3.465, 1.301], [-4.114, 0.285, -1.886], [-2.086, 2.115, 4.278], [7.790, -0.920, -3.783], [-1.807, -2.142, -6.566]], "lowdin_charge": [0.118, 0.130, 0.094, 0.015, -0.393, -0.183, 0.103, -0.191, 0.031, 0.170, 0.108, 0.067, -0.048, 0.030, 0.006, -0.064, -0.174, 0.037, 1.710, 0.377, 1.329, -0.142, -0.422, 0.161, -0.108, -0.168, 0.039, -0.009, -0.019, -0.056, -0.210, 0.169, 0.109, -0.173, -0.064, -0.025, -0.016, -0.023, -0.206, 0.001, 0.050, 0.105, 0.103, 0.124, -0.627, -0.122, 0.170, -0.168, 0.048, 0.114, 0.118, 0.555, 0.520, 0.012, -0.124, 0.113, 0.114, 0.098, -0.210, -0.127, -0.069, 0.118, -0.124, -0.157, -0.336, 0.077, 0.122, 0.132, -0.001, 0.023, 0.031, -0.123, 0.042, -0.004, 0.203, 0.122, 1.147, -0.111, -0.203, -0.010, -0.384, 0.121, -0.165, -0.129, 0.114, -0.020, -0.108, 0.135, 0.163, -0.240, -0.043, 0.091, -0.046, 0.124, -0.152, 0.133, -0.045, 0.111, 0.137, 0.129, -0.031, -0.056, 0.027, -0.222, -0.159, -0.058, 0.124, -0.008, -0.053, -0.155, -0.118, -0.033, -0.059, -0.122, 0.041, -0.413, -0.512, 0.124, -0.220, -0.129, 0.021, 0.054, 0.141, -0.167, -0.454, 0.549, -0.208, -0.100, 0.128, 0.138, -0.260, 0.097, 0.198, 0.209, 0.008, 0.135, 0.041, -0.087, 0.170, 0.021, -0.042, -0.240, 0.150, 0.118, 0.820, -0.052, -0.165, -0.098, 0.045, 0.012, 0.019, 0.095, -0.126, 0.018, -0.031, -0.094, 0.147, 0.045], "total_energy_ev": -293973.5143, "homo_lumo_gap_ev": 4.5, "total_charge": 3, "e_homo_ev": -13.39, "relative_energy_kcal_mol": 150.5, "lumo_ev": -8.9}